[1]
The following is a quantum chemistry calculation of one molecule with the formula C4H5NO, from the Open Molecules 2025 dataset.

Last column: Löwdin charge in e.
Element x y z (Å)
O -0.444 -2.305 0.736  0.14
C -0.390 -1.351 0.019  -0.36
C 0.061 -0.711 -1.207  -0.02
C -0.714 0.104 -0.128  -0.17
C 0.066 1.021 0.742  -0.21
N 1.334 0.944 0.793  0.10
H -0.472 -0.923 -2.131  0.11
H 1.119 -0.478 -1.301  0.11
H -1.740 0.386 -0.351  0.14
H -0.528 1.714 1.350  0.11
H 1.709 1.599 1.478  0.05

* F_max: 0.63 eV/Å
* energy above the lowest of the compared OMol25 structures with the same formula, charge and spin: 49.3 kcal per mole
* total charge: 0
* structure (SMILES): [H]/N=C/[C@H]1CC1=O



[2]
The following is a quantum chemistry calculation of a 2-piece molecular cluster, CH6FN2OP overall in a non-equilibrium geometry, from the Open Molecules 2025 dataset.

Last column: Löwdin charge in e.
Element x y z (Å)
C 1.500 -2.149 -0.042  -0.09
N -1.390 3.640 -0.083  -0.15
N -0.369 1.111 0.722  -0.17
O 0.182 -1.584 0.119  -0.16
F -2.512 1.570 -0.790  -0.21
P -1.187 2.119 -0.069  0.58
H 1.487 -2.821 -1.019  0.13
H 1.713 -2.719 0.820  0.06
H 2.092 -1.321 -0.106  0.04
H -0.805 4.055 0.518  -0.08
H -0.280 0.109 0.390  -0.02
H -0.431 -2.010 -0.460  0.07

* F_max: 4.66 eV/Å
* energy above the lowest of the compared OMol25 structures with the same formula, charge and spin: 79.6 kcal per mole
* total charge: 0
* structure (SMILES): [H]/N=P(\F)=N/[H].CO



[3]
The following is a quantum chemistry calculation of C3H2BrI2O2 as an isolated structure in a non-equilibrium geometry, from the Open Molecules 2025 dataset.

Last column: Löwdin charge in e.
Element x y z (Å)
C -3.582 0.276 -2.266  -0.94
C 0.222 -0.090 1.137  -0.49
C -3.546 0.212 -0.637  -1.18
O -3.642 -0.822 -2.825  -0.11
O -3.519 1.407 -2.718  -0.12
Br 0.971 -1.821 1.060  0.54
I -2.725 1.949 0.165  0.78
I -3.347 -1.619 0.262  0.76
H 0.443 0.367 2.001  -0.07
H -0.692 0.033 0.671  -0.17

* F_max: 3.46 eV/Å
* energy above the lowest of the compared OMol25 structures with the same formula, charge and spin: 73.2 kcal per mole
* total charge: -1



[4]
The following is a quantum chemistry calculation of an isolated ion of composition C4H10BN3O3PS and charge +1 in a non-equilibrium geometry, from the Open Molecules 2025 dataset.

Last column: Löwdin charge in e.
Element x y z (Å)
C 3.020 -0.830 -0.206  -0.09
O 1.631 -1.135 -0.600  -0.26
C 0.829 0.084 -0.791  -0.14
N -0.466 0.121 -0.010  0.04
C -1.217 1.242 0.677  0.04
B -0.562 2.762 0.616  -0.35
O 0.707 3.153 1.280  0.07
O -1.299 3.773 -0.208  0.06
N -2.546 0.815 1.324  0.12
N -2.624 -0.558 1.044  0.01
C -1.419 -1.050 0.241  -0.19
P -1.215 -2.892 -0.328  0.35
S 0.139 -3.784 0.750  0.19
H 3.657 -1.800 -0.487  0.13
H 3.506 0.069 -0.778  0.11
H 3.162 -0.707 0.970  0.13
H 0.519 0.097 -1.944  0.18
H 1.540 0.998 -0.621  0.16
H 1.097 3.869 0.679  0.14
H -1.515 3.261 -1.062  0.13
H -3.462 -1.119 1.382  0.19
H -2.538 -3.507 -0.186  0.00
H -0.945 -2.860 -1.744  0.00

* F_max: 8.04 eV/Å
* total energy: -35712.69681 eV
* total charge: +1
* structure (SMILES): COCn1c(B(O)O)n[nH+]c1[PH2]=S